(1)
Formula: C50H50CsI2N7S8Si
Source: the Open Molecules 2025 dataset
Level of theory: ωB97M-V with the def2-TZVPD basis set

Each line ends with the Mulliken charge.
Element x y z (Å)
Cs1 1.289 -0.205 0.673  0.63
C1 0.867 -3.976 0.240  -0.67
C2 0.311 -3.821 1.624  0.72
C3 0.437 -4.849 2.554  -0.62
C4 -0.033 -4.652 3.838  -0.75
C5 -0.655 -3.457 4.144  -0.80
C6 -0.803 -2.504 3.139  0.45
N1 -0.302 -2.673 1.917  0.00
C7 -1.577 -1.256 3.423  0.27
C8 -2.603 -1.308 4.368  -0.87
C9 -3.295 -0.154 4.672  -1.05
C10 -2.971 1.010 4.002  -0.91
C11 -1.977 0.967 3.027  0.51
N2 -1.283 -0.139 2.758  0.75
C12 -1.675 2.202 2.241  0.24
C13 -2.682 3.135 2.001  -0.91
C14 -2.367 4.273 1.282  -0.81
C15 -1.072 4.440 0.827  -0.74
C16 -0.133 3.440 1.069  0.42
C17 1.253 3.506 0.508  -0.90
N3 -0.442 2.346 1.768  0.80
H1 1.535 -4.835 0.194  0.43
H2 1.435 -3.095 -0.057  -0.17
H3 0.061 -4.116 -0.485  0.04
H4 0.939 -5.765 2.275  0.37
H5 0.102 -5.413 4.596  0.38
H6 -0.994 -3.253 5.149  0.48
H7 -2.858 -2.244 4.844  0.56
H8 -4.078 -0.161 5.419  0.39
H9 -3.470 1.940 4.232  0.51
H10 -3.695 2.954 2.329  0.54
H11 -3.131 5.010 1.062  0.37
H12 -0.785 5.318 0.262  0.41
H13 1.502 4.513 0.172  0.42
H14 1.322 2.841 -0.360  0.06
H15 1.987 3.175 1.243  0.09
S1 -1.807 0.798 -0.693  0.56
C18 -1.995 0.773 -2.359  -0.56
N4 -2.620 1.816 -3.004  0.65
C19 -2.921 1.711 -4.416  -0.71
C20 -1.717 1.125 -5.117  -0.91
N5 -1.428 -0.168 -4.529  0.23
C21 -1.099 -1.236 -5.455  -1.28
C22 -2.220 -1.509 -6.434  0.68
C23 -3.511 -1.766 -5.978  -0.01
C24 -4.533 -2.029 -6.874  -0.94
C25 -4.282 -2.033 -8.242  -0.33
C26 -3.002 -1.773 -8.704  -0.58
C27 -1.978 -1.511 -7.802  -0.27
C28 -1.484 -0.309 -3.164  -0.45
S2 -0.792 -1.707 -2.420  -0.12
C29 -2.811 3.104 -2.367  -1.40
C30 -4.235 3.398 -1.964  1.20
C31 -4.975 2.449 -1.261  -0.17
C32 -6.265 2.738 -0.845  -0.84
C33 -6.834 3.976 -1.125  -0.36
C34 -6.106 4.922 -1.828  -0.65
C35 -4.813 4.629 -2.248  -0.36
H16 -3.152 2.707 -4.797  0.52
H17 -3.794 1.072 -4.591  0.23
H18 -0.857 1.796 -4.996  0.26
H19 -1.909 0.989 -6.181  0.47
H20 -0.868 -2.125 -4.870  0.43
H21 -0.195 -0.963 -6.010  0.33
H22 -3.705 -1.782 -4.912  0.43
H23 -5.526 -2.250 -6.503  0.40
H24 -5.082 -2.243 -8.940  0.36
H25 -2.796 -1.773 -9.768  0.37
H26 -0.976 -1.306 -8.163  0.34
H27 -2.457 3.885 -3.049  0.43
H28 -2.182 3.117 -1.475  -0.32
H29 -4.518 1.493 -1.034  0.43
H30 -6.830 1.994 -0.298  0.40
H31 -7.843 4.197 -0.799  0.39
H32 -6.542 5.887 -2.057  0.37
H33 -4.243 5.369 -2.801  0.34
S3 7.341 2.810 -4.282  -0.32
C36 6.152 2.217 -3.299  0.09
S4 4.548 1.898 -3.834  -0.09
C37 3.795 1.487 -2.296  -0.33
C38 4.661 1.591 -1.181  -0.03
S5 4.329 1.312 0.434  -0.13
S6 6.298 2.100 -1.589  -0.11
S7 2.186 1.035 -2.330  0.13
I1 -2.564 -3.563 -2.673  0.03
I2 -4.627 -5.812 -2.976  -0.64
S8 6.281 -3.315 0.406  -0.17
C39 5.314 -4.408 -0.488  -0.29
C40 4.144 -3.808 -0.821  -0.67
N6 3.997 -2.512 -0.395  0.04
C41 5.054 -2.128 0.253  0.18
H34 5.635 -5.410 -0.719  0.46
H35 3.350 -4.269 -1.391  0.47
H36 5.163 -1.141 0.679  -0.03
C42 3.597 -3.457 3.319  0.01
Si1 4.084 -1.868 4.211  -0.04
C43 4.318 -2.420 6.017  -1.15
C44 5.831 -1.385 3.622  -0.97
N7 2.887 -0.718 3.946  0.30
C45 2.884 0.558 4.381  -0.56
C46 3.888 1.177 5.182  -0.05
C47 3.819 2.509 5.555  -0.81
C48 2.755 3.322 5.174  -0.83
C49 1.744 2.743 4.405  -0.11
C50 1.800 1.416 4.035  0.52
H37 4.358 -4.235 3.438  0.40
H38 3.425 -3.303 2.251  -0.36
H39 2.662 -3.825 3.746  -0.15
H40 5.066 -3.216 6.098  0.33
H41 3.374 -2.796 6.420  0.26
H42 4.639 -1.589 6.652  0.29
H43 6.447 -2.272 3.434  0.25
H44 6.347 -0.775 4.367  0.40
H45 5.785 -0.791 2.705  0.19
H46 4.742 0.591 5.503  0.08
H47 4.623 2.925 6.156  0.33
H48 2.715 4.366 5.461  0.36
H49 0.894 3.340 4.087  0.26
H50 1.005 0.965 3.456  0.28

Output
highest occupied orbital energy (spin up / spin down): -1.833 / -1.832 eV
gap between HOMO and LUMO (spin up / spin down): 4.73 / 4.45 eV
E_LUMO (spin up / spin down): 0.1063 / 0.0963 Eh
charge: -2


(2)
Formula: C50H50F12N2O27
Source: the Open Molecules 2025 dataset
Level of theory: ωB97M-V with the def2-TZVPD basis set

Each line ends with the Mulliken charge.
Element x y z (Å)
C1 -9.387 0.232 -1.291  -0.82
C2 -9.324 -0.933 -1.931  -0.34
C3 -8.371 -2.056 -1.634  -1.68
C4 -7.305 -1.663 -0.638  1.41
C5 -6.097 -1.204 -1.149  -0.90
C6 -5.090 -0.780 -0.295  0.10
C7 -5.286 -0.835 1.066  0.82
C8 -6.471 -1.307 1.596  -1.12
C9 -7.496 -1.730 0.752  0.97
C10 -8.751 -2.194 1.411  -1.51
O1 -9.591 -1.030 1.586  -0.14
N1 -10.886 -1.437 2.070  0.09
O2 -10.923 -1.479 3.230  -0.24
C11 -4.185 -0.349 1.923  -0.58
O3 -3.872 -0.916 2.945  -0.60
C12 -3.509 0.873 1.385  0.31
C13 -3.126 1.927 2.211  1.09
C14 -3.345 1.822 3.699  -1.00
C15 -4.848 1.856 4.075  -1.58
C16 -2.576 3.060 1.612  -0.96
N2 -2.178 4.160 2.465  0.43
C17 -3.270 4.936 3.027  -1.23
C18 -1.051 3.915 3.218  0.77
C19 -0.916 4.610 4.538  -1.61
O4 -0.166 3.195 2.787  -0.58
C20 -2.380 3.144 0.215  0.18
C21 -1.834 4.429 -0.413  0.79
F1 -1.905 5.486 0.411  -0.30
F2 -2.592 4.784 -1.471  -0.33
C22 -0.314 4.371 -0.850  0.57
F3 -0.193 4.561 -2.155  -0.29
F4 0.244 3.227 -0.496  -0.15
F5 0.370 5.339 -0.247  -0.31
C23 -2.714 2.045 -0.613  0.36
C24 -2.520 1.990 -2.113  -1.83
C25 -1.162 1.465 -2.640  -1.11
C26 -0.480 0.369 -1.843  0.40
O5 0.904 0.462 -2.150  -0.55
C27 1.684 -0.429 -1.364  -0.15
C28 -3.307 0.940 0.000  0.99
C29 -3.797 -0.243 -0.780  -0.50
O6 -3.219 -0.761 -1.706  -0.51
H1 -10.297 0.807 -1.313  0.28
H2 -8.559 0.691 -0.775  0.29
H3 -10.033 -1.111 -2.727  0.42
H4 -7.868 -2.324 -2.560  0.60
H5 -8.950 -2.888 -1.260  0.43
H6 -5.933 -1.156 -2.213  0.60
H7 -6.591 -1.342 2.667  0.59
H8 -9.300 -2.918 0.821  0.57
H9 -8.527 -2.569 2.404  0.58
H10 -2.896 0.906 4.038  0.65
H11 -2.852 2.617 4.235  0.02
H12 -5.150 0.887 4.451  0.26
H13 -5.461 2.068 3.207  0.37
H14 -5.037 2.586 4.851  0.56
H15 -3.749 4.490 3.895  0.39
H16 -4.027 5.062 2.264  0.34
H17 -2.943 5.931 3.296  0.42
H18 -0.037 4.224 5.026  0.38
H19 -0.840 5.681 4.413  0.38
H20 -1.764 4.417 5.185  0.39
H21 -2.682 2.955 -2.566  0.73
H22 -3.274 1.358 -2.547  0.75
H23 -1.361 1.062 -3.626  0.50
H24 -0.439 2.248 -2.782  0.40
H25 -0.583 0.487 -0.762  0.44
H26 -0.813 -0.614 -2.153  -0.13
H27 1.495 -1.455 -1.666  -0.03
H28 1.456 -0.279 -0.307  0.21
H29 2.706 -0.185 -1.556  0.15
O7 4.702 -0.910 -1.146  -0.48
C30 5.070 -1.675 -1.978  0.65
O8 6.258 -2.307 -1.970  -0.37
C31 6.271 -3.246 -3.056  -0.26
C32 5.233 -2.661 -3.989  0.26
F6 4.577 -3.616 -4.677  -0.23
O9 4.348 -2.024 -3.075  -0.20
H30 5.971 -4.229 -2.695  0.14
H31 7.261 -3.308 -3.499  0.29
H32 5.617 -1.919 -4.691  0.21
O10 1.407 -3.212 -5.215  -0.51
C33 0.597 -3.656 -4.477  0.56
O11 -0.474 -4.398 -4.849  -0.40
C34 -1.131 -4.861 -3.661  -0.30
C35 -0.689 -3.845 -2.638  0.50
F7 -0.564 -4.383 -1.400  -0.32
O12 0.595 -3.478 -3.122  -0.15
H33 -0.773 -5.861 -3.414  0.20
H34 -2.206 -4.884 -3.795  0.24
H35 -1.326 -2.961 -2.578  0.13
O13 4.944 5.216 1.758  -0.58
C36 4.324 4.206 1.675  0.77
O14 4.090 3.546 0.519  -0.41
C37 3.453 2.294 0.838  0.10
C38 2.843 2.598 2.188  0.79
F8 2.819 1.508 2.995  -0.33
O15 3.762 3.552 2.719  -0.38
H36 4.204 1.506 0.900  0.24
H37 2.722 2.033 0.081  -0.18
H38 1.848 3.037 2.152  0.10
O16 8.446 0.248 1.398  -0.52
C39 8.368 1.372 1.036  0.71
O17 8.727 2.449 1.777  -0.34
C40 8.638 3.614 0.946  -0.42
C41 7.656 3.169 -0.111  0.86
F9 7.915 3.730 -1.319  -0.32
O18 7.905 1.773 -0.182  -0.33
H39 9.610 3.829 0.516  0.14
H40 8.292 4.473 1.515  0.36
H41 6.607 3.338 0.136  -0.16
O19 4.506 -6.145 -3.143  -0.52
C42 3.706 -6.451 -2.327  0.63
O20 3.971 -6.640 -1.013  -0.33
C43 2.730 -6.838 -0.327  -0.42
C44 1.830 -7.319 -1.445  0.31
F10 0.548 -6.914 -1.276  -0.22
O21 2.381 -6.666 -2.575  -0.26
H42 2.380 -5.887 0.077  0.28
H43 2.844 -7.557 0.479  0.30
H44 1.846 -8.398 -1.606  0.23
O22 15.239 4.777 -0.475  -0.49
C45 14.502 4.563 0.422  0.62
O23 14.867 4.452 1.724  -0.32
C46 13.682 4.338 2.518  -0.41
C47 12.683 3.818 1.508  0.31
F11 11.423 4.267 1.753  -0.29
O24 13.153 4.379 0.300  -0.30
H45 13.392 5.322 2.888  0.28
H46 13.841 3.666 3.356  0.29
H47 12.655 2.731 1.416  0.30
O25 -3.570 -4.452 -1.886  -0.46
C48 -4.391 -4.633 -1.053  0.52
O26 -4.136 -4.806 0.262  -0.33
C49 -5.384 -4.835 0.965  0.22
C50 -6.345 -5.239 -0.133  0.16
F12 -7.581 -4.681 0.001  -0.19
O27 -5.732 -4.703 -1.288  -0.29
H48 -5.606 -3.838 1.341  -0.24
H49 -5.351 -5.537 1.793  0.36
H50 -6.460 -6.317 -0.254  0.26

Output
highest occupied orbital energy: -9.244 eV
SMILES string: C=CCc1cc2c(cc1CON=O)C(=O)c1c(CC)c(N(C)C(C)=O)c(C(F)(F)C(F)(F)F)c(CCCOC)c1C2=O.O=C1OC[C@@H](F)O1.O=C1OC[C@@H](F)O1.O=C1OC[C@@H](F)O1.O=C1OC[C@@H](F)O1.O=C1OC[C@@H](F)O1.O=C1OC[C@@H](F)O1.O=C1OC[C@@H](F)O1
gap between HOMO and LUMO: 8.02 eV
E_LUMO: -0.0449 Eh


| no. | E (Eh) |
| --- | --- |
| 1 | -6409.3845 |
| 2 | -5274.6650 |